(1)
DFT (ωB97M-V with the def2-TZVPD basis set) results for C20H27N5O3 in the gas phase.

HOMO-LUMO gap: 8.99 eV
DFT total energy: -1277.85660 a.u.
HOMO energy: -8.428 eV
SMILES: CCNC(=O)N1CCC(n2nccc2NC(=O)CCOc2ccccc2)CC1
ΔE to the lowest compared entry with this formula, charge and spin: 48.5 kcal per mole

```
! wB97M-V def2-TZVPD RIJCOSX def2/J DEFGRID3
* xyz 0 1
C -6.351 -0.972 0.640
C -6.010 0.436 0.161
N -4.680 0.518 -0.405
C -3.633 0.931 0.373
O -3.791 1.377 1.494
N -2.389 0.911 -0.215
C -2.056 0.367 -1.509
C -1.490 -1.050 -1.375
C -0.252 -1.007 -0.477
N 0.262 -2.342 -0.277
N -0.545 -3.408 -0.332
C 0.200 -4.448 -0.019
C 1.520 -4.071 0.258
C 1.520 -2.701 0.088
N 2.521 -1.754 0.232
C 3.797 -1.999 0.638
O 4.218 -3.083 0.966
C 4.644 -0.730 0.672
C 4.657 0.016 -0.669
O 3.419 0.624 -0.990
C 3.099 1.852 -0.468
C 1.915 2.407 -0.953
C 1.475 3.630 -0.490
C 2.211 4.318 0.462
C 3.390 3.774 0.935
C 3.840 2.545 0.480
C -0.607 -0.360 0.870
C -1.237 1.018 0.653
H -6.305 -1.683 -0.184
H -5.648 -1.283 1.410
H -7.354 -0.992 1.057
H -6.728 0.761 -0.599
H -6.035 1.134 0.999
H -4.504 -0.115 -1.167
H -1.291 1.020 -1.949
H -2.917 0.388 -2.175
H -2.224 -1.716 -0.921
H -1.226 -1.452 -2.353
H 0.522 -0.408 -0.977
H -0.227 -5.430 -0.004
H 2.349 -4.683 0.541
H 2.318 -0.824 -0.113
H 5.663 -1.018 0.931
H 4.255 -0.079 1.458
H 5.459 0.762 -0.680
H 4.837 -0.693 -1.483
H 1.366 1.866 -1.709
H 0.557 4.050 -0.874
H 1.868 5.273 0.827
H 3.973 4.305 1.672
H 4.764 2.148 0.869
H 0.285 -0.265 1.492
H -1.318 -1.005 1.389
H -0.508 1.700 0.201
H -1.577 1.437 1.600
*
```

(2)
DFT (ωB97M-V with the def2-TZVPD basis set) results for C5H12N2O in the gas phase.

HOMO-LUMO gap: 10.41 eV
DFT total energy: -382.47304 a.u.
HOMO energy: -9.599 eV
SMILES: [H]/N=C(\N)[C@@H](O)C(C)C
ΔE to the lowest compared entry with this formula, charge and spin: 18.5 kcal per mole

```
! wB97M-V def2-TZVPD RIJCOSX def2/J DEFGRID3
* xyz 0 1
H 2.450 -1.095 1.502
N 1.453 -1.174 1.326
C 1.087 -0.917 0.141
N 1.887 -0.517 -0.887
C -0.396 -1.020 -0.153
O -0.999 -1.891 0.766
C -1.095 0.366 -0.125
C -0.658 1.259 -1.282
C -0.878 1.066 1.213
H 2.887 -0.552 -0.767
H 1.542 -0.537 -1.831
H -0.539 -1.455 -1.153
H -0.433 -1.866 1.554
H -2.163 0.149 -0.231
H -0.792 0.753 -2.237
H -1.259 2.166 -1.293
H 0.385 1.545 -1.176
H 0.174 1.297 1.361
H -1.208 0.429 2.029
H -1.446 1.993 1.245
*
```

(3)
DFT (ωB97M-V with the def2-TZVPD basis set) results for C12H27ClO3Si in the gas phase.

HOMO-LUMO gap: 10.95 eV
DFT total energy: -1448.95207 a.u.
HOMO energy: -10.051 eV
SMILES: CCCO[Si](CCCCl)(OCCC)OCCC
ΔE to the lowest compared entry with this formula, charge and spin: 0.0 kcal per mole

```
! wB97M-V def2-TZVPD RIJCOSX def2/J DEFGRID3
* xyz 0 1
C -1.861 -3.113 1.435
C -2.186 -1.643 1.229
C -1.315 -0.729 2.102
O 0.041 -0.642 1.731
Si 0.315 0.344 0.410
C 1.628 -0.458 -0.606
C 1.056 -1.650 -1.376
C 1.872 -1.946 -2.639
Cl 1.614 -0.652 -3.831
O -1.077 0.281 -0.519
C -1.425 1.395 -1.312
C -2.594 1.133 -2.285
C -2.318 0.025 -3.312
O 0.723 1.865 0.944
C 1.035 1.931 2.304
C 2.249 2.827 2.569
C 3.476 2.162 1.967
H -2.191 -3.378 2.449
H -2.326 -3.778 0.692
H -0.780 -3.239 1.411
H -1.963 -1.382 0.179
H -3.244 -1.414 1.439
H -1.660 0.313 2.132
H -1.320 -1.060 3.161
H 2.480 -0.723 0.031
H 2.048 0.294 -1.295
H 1.035 -2.520 -0.715
H -0.013 -1.477 -1.655
H 2.933 -2.088 -2.410
H 1.554 -2.840 -3.133
H -0.533 1.711 -1.879
H -1.651 2.241 -0.634
H -2.883 2.063 -2.806
H -3.441 0.847 -1.692
H -3.143 -0.256 -3.980
H -1.940 -0.828 -2.767
H -1.473 0.278 -3.971
H 0.180 2.340 2.843
H 1.196 0.926 2.667
H 2.390 3.058 3.632
H 2.096 3.791 2.047
H 3.701 1.210 2.490
H 4.377 2.784 2.093
H 3.337 1.998 0.862
*
```

(4)
DFT (ωB97M-V with the def2-TZVPD basis set) results for 2 unconnected molecules or ions with the total composition C3H8NSi.

HOMO-LUMO gap: 8.00 eV
DFT total energy: -462.99202 a.u.
HOMO energy: -14.536 eV
ΔE to the lowest compared entry with this formula, charge and spin: 53.1 kcal per mole

```
! wB97M-V def2-TZVPD RIJCOSX def2/J DEFGRID3
* xyz 1 1
C -2.429 0.092 -0.088
C -3.840 0.054 -0.032
C 2.109 -0.266 0.440
N -1.309 0.160 0.059
Si 3.741 0.271 -0.352
H -4.208 -0.630 0.795
H -4.206 1.086 0.196
H -4.206 -0.279 -0.957
H 1.313 0.400 0.828
H 1.954 -0.695 -0.564
H 2.170 -1.231 1.079
H 4.152 1.665 -0.510
H 4.760 -0.626 -0.893
*
```

(5)
DFT (ωB97M-V with the def2-TZVPD basis set) results for 2 unconnected molecules or ions with the total composition C4H14N3O.

HOMO-LUMO gap: 9.53 eV
DFT total energy: -399.98864 a.u.
HOMO energy: -12.679 eV
ΔE to the lowest compared entry with this formula, charge and spin: 90.3 kcal per mole

```
! wB97M-V def2-TZVPD RIJCOSX def2/J DEFGRID3
* xyz 1 1
C 1.400 1.833 0.173
C -0.076 1.424 -0.061
C -0.315 0.358 -1.136
N -2.234 -1.583 -1.746
C -1.305 -1.798 -0.723
N -0.347 -0.918 -0.564
N 2.063 0.723 0.844
H 1.224 2.837 0.828
H 1.870 2.176 -0.692
H -0.634 2.417 -0.264
H -0.535 0.853 0.774
H 0.298 0.657 -1.969
H -1.346 0.621 -1.607
H -2.771 -2.379 -2.032
H -2.211 -1.013 -2.508
H -1.414 -2.746 -0.148
H 3.085 0.603 0.543
H 1.567 -0.145 0.710
H 2.179 0.901 2.009
H -0.066 0.074 3.327
H -0.008 -0.621 1.806
O 0.522 -0.336 2.495
*
```

(6)
DFT (ωB97M-V with the def2-TZVPD basis set) results for a molecular structure, C31H31N3O3SSiTi.

HOMO-LUMO gap (alpha / beta): 6.48 / 6.48 eV
DFT total energy: -3126.57485 a.u.
HOMO energy (alpha / beta): -13.921 / -13.922 eV

```
! wB97M-V def2-TZVPD RIJCOSX def2/J DEFGRID3
* xyz 2 1
Ti 0.457 0.202 0.652
C -4.272 -3.148 -4.954
C -3.606 -2.889 -3.630
C -3.342 -1.559 -3.292
C -2.785 -1.220 -2.034
C -2.231 -2.268 -1.300
C -2.361 -3.619 -1.653
C -3.093 -3.924 -2.793
S -1.262 -1.933 0.114
O -1.427 -2.973 1.115
O -1.510 -0.443 0.576
N 0.220 -1.515 -0.387
C 1.339 -2.236 -0.801
C 1.327 -3.578 -1.289
C 2.594 -4.193 -1.368
C 3.758 -3.478 -1.218
C 3.749 -2.065 -0.970
C 4.856 -1.212 -0.893
C 4.701 0.153 -0.637
C 3.412 0.694 -0.453
N 2.305 -0.100 -0.405
C 2.472 -1.400 -0.810
H -5.107 -2.438 -5.118
H -4.701 -4.173 -5.025
H -3.542 -3.001 -5.790
H -3.614 -0.756 -4.005
H -2.728 -0.239 -1.664
H -1.824 -4.430 -1.075
H -3.236 -5.015 -3.043
H 0.354 -4.073 -1.318
H 2.644 -5.293 -1.629
H 4.714 -3.992 -1.321
H 5.828 -1.606 -1.075
H 5.570 0.809 -0.572
H 3.223 1.728 -0.229
C 1.885 -1.376 2.854
Si 1.037 -0.027 3.826
C 2.131 1.132 4.826
C -0.316 -0.677 4.965
N 0.304 0.826 2.422
C -0.328 2.074 2.496
C -0.814 2.625 3.714
C -1.393 3.874 3.697
C -1.745 4.464 2.469
C -1.333 3.922 1.248
C -0.585 2.753 1.298
O -0.107 2.098 0.113
C -0.205 2.824 -1.149
C -1.026 2.219 -2.085
C -1.438 3.070 -3.126
C -0.971 4.389 -3.252
C -0.057 4.899 -2.330
C 0.393 4.108 -1.283
H 2.392 -2.194 3.424
H 2.679 -0.894 2.230
H 1.187 -1.920 2.201
H 1.606 1.366 5.791
H 2.295 2.077 4.284
H 3.102 0.633 4.976
H 0.054 -1.079 5.935
H -0.878 -1.439 4.421
H -1.034 0.109 5.257
H -0.631 2.086 4.643
H -1.726 4.304 4.691
H -2.301 5.396 2.422
H -1.631 4.394 0.326
H -1.325 1.149 -2.043
H -2.213 2.695 -3.824
H -1.364 4.996 -4.072
H 0.291 5.929 -2.469
H 1.184 4.384 -0.597
*
```

(7)
DFT (ωB97M-V with the def2-TZVPD basis set) results for a molecular structure, C6H15NO2.

HOMO-LUMO gap: 9.93 eV
DFT total energy: -442.74385 a.u.
HOMO energy: -9.194 eV
ΔE to the lowest compared entry with this formula, charge and spin: 86.2 kcal per mole

```
! wB97M-V def2-TZVPD RIJCOSX def2/J DEFGRID3
* xyz 0 1
C 1.736 0.051 0.522
C -1.236 -0.048 -0.767
C 1.488 0.926 1.765
C 0.974 -1.408 0.675
C -0.475 -1.371 0.418
C -1.299 -0.163 -2.296
N -1.310 1.307 -0.234
O 1.347 0.695 -0.614
O 0.148 0.993 2.185
H 0.460 0.077 -1.026
H -0.415 1.250 1.424
H 2.799 -0.237 0.482
H -2.202 -0.461 -0.452
H -2.204 1.747 -0.417
H -0.567 1.863 -0.643
H 1.881 1.925 1.521
H 2.063 0.528 2.605
H 1.480 -2.063 -0.038
H 1.173 -1.701 1.706
H -0.851 -2.234 -0.124
H -1.053 -1.111 1.298
H -0.470 0.397 -2.727
H -1.227 -1.210 -2.593
H -2.240 0.248 -2.668
*
```

(8)
DFT (ωB97M-V with the def2-TZVPD basis set) results for a molecular structure, C12H26NO5P2STl.

HOMO-LUMO gap (alpha / beta): 5.28 / 6.40 eV
DFT total energy: -2156.50409 a.u.
HOMO energy (alpha / beta): -14.848 / -15.073 eV
ΔE to the lowest compared entry with this formula, charge and spin: 26.4 kcal per mole

```
! wB97M-V def2-TZVPD RIJCOSX def2/J DEFGRID3
* xyz 2 1
Tl 0.368 1.540 1.161
P 2.109 -0.580 0.555
C 2.471 -0.923 -1.142
C 1.274 -1.185 -1.903
N 0.079 -0.685 -1.416
C -1.091 -1.229 -1.757
C -1.211 -2.235 -2.731
C -0.041 -2.609 -3.403
C 1.186 -2.082 -3.004
C -2.345 -0.752 -1.039
P -2.213 0.919 -0.324
H 2.119 -2.378 -3.469
H -2.200 -2.610 -3.026
H -0.098 -3.284 -4.261
H -3.209 -0.772 -1.713
H -2.579 -1.405 -0.186
H 4.250 2.978 -3.718
H 3.425 -1.358 -1.434
H 0.356 1.901 -2.129
O 3.652 2.652 -3.056
H 4.146 2.572 -2.221
H -0.712 1.930 -0.718
O -0.114 2.638 -1.725
H 0.517 3.307 -1.366
C -2.856 1.911 -1.715
H -3.849 1.533 -1.989
H -2.926 2.971 -1.430
H -2.198 1.837 -2.588
C -3.725 0.901 0.742
H -4.022 1.914 1.053
H -4.559 0.441 0.181
H -3.529 0.303 1.644
C 1.503 -2.108 1.438
H 1.943 -3.006 0.992
H 1.701 -2.128 2.519
H 0.415 -2.208 1.336
C 3.702 -0.179 1.336
H 3.555 0.131 2.378
H 4.379 -1.040 1.288
H 4.112 0.660 0.764
C -0.879 0.546 5.265
S -0.097 -0.128 3.809
O 0.968 0.875 3.437
O 0.425 -1.436 4.168
O -1.114 -0.151 2.719
H -0.123 0.575 6.056
H -1.697 -0.111 5.569
H -1.266 1.547 5.052
*
```